Entry from OMol25: a 2-piece molecular cluster, C4H11N3O2 overall at a distorted geometry (ωB97M-V with the def2-TZVPD basis set).

Each atom is followed by the atoms it is bonded to, with distances in Å.
Element x y z (Å)
1 H -0.78116 -0.76592 0.50610  N2 1.032
2 N -0.10036 -0.22307 -0.04737  H1 1.032, C3 1.261
3 C 1.04710 -0.69862 -0.26605  N2 1.261, N4 1.450, N5 1.392
4 N 2.03327 -0.08719 -1.13517  C3 1.450, H7 1.006, H8 0.992
5 N 1.71459 -1.75902 0.34041  C3 1.392, C6 1.441, H9 1.000
6 C 1.03183 -2.79368 1.07461  N5 1.441, H10 1.140, H11 1.076, H12 1.118
7 H 1.70488 -0.30858 -2.06014  N4 1.006
8 H 2.13833 0.88288 -0.95534  N4 0.992
9 H 2.70360 -1.69228 0.46884  N5 1.000
10 H -0.06448 -2.49099 1.14684  C6 1.140
11 H 1.40213 -2.86098 2.08250  C6 1.076
12 H 0.89015 -3.81634 0.64597  C6 1.118
13 C -1.80764 2.21385 -1.08433  C14 1.582, H17 1.099, H18 1.080, H19 1.070
14 C -2.13046 1.82276 0.41448  C13 1.582, O15 1.191, O16 1.408
15 O -3.21144 1.70024 0.89857  C14 1.191
16 O -1.15684 2.00981 1.41454  C14 1.408, H20 1.109
17 H -1.99927 3.26080 -1.35997  C13 1.099
18 H -2.44902 1.52163 -1.61029  C13 1.080
19 H -0.77525 2.10973 -1.34596  C13 1.070
20 H -0.18998 1.97498 0.87177  O16 1.109

Values from the calculation:
SMILES string: [H]/N=C(/N)NC.CC(=O)O
energy above the lowest of the compared OMol25 structures with the same formula, charge and spin: 52.73 kcal/mol